(1)
ORCA calculation (the ωB97M-V functional and the def2-TZVPD basis) on C26H43F3O2P2Sc as an isolated structure in a non-equilibrium geometry.

Summary:
- Net charge: +1
- Frontier orbital gap: 5.912 eV
- E_HOMO: -0.378 hartree

CARTESIAN COORDINATES (ANGSTROEM)
1 Sc -0.25718 -1.91123 -1.38078
2 C -2.08492 -2.81913 0.01247
3 C -2.40554 -1.42725 -0.24761
4 C -2.27149 -2.54733 -2.27351
5 C -2.01106 -3.49991 -1.23786
6 C -2.50498 -1.25326 -1.66853
7 C -2.05476 -3.42718 1.35198
8 H -2.09614 -2.64863 2.12841
9 H -1.13486 -4.01402 1.45889
10 H -2.92454 -4.07848 1.53259
11 C -1.76186 -4.93766 -1.48491
12 H -0.73998 -5.17595 -1.15024
13 H -1.82206 -5.17009 -2.55331
14 H -2.44410 -5.59766 -0.92468
15 C -2.30140 -2.90651 -3.70848
16 H -2.79747 -3.88092 -3.82627
17 H -1.29106 -3.00959 -4.13789
18 H -2.81929 -2.13212 -4.28515
19 C -3.04508 -0.04737 -2.34660
20 H -3.96254 -0.30718 -2.90244
21 H -2.33068 0.42305 -3.02777
22 H -3.29896 0.70207 -1.58655
23 C -3.14920 -0.60541 0.75278
24 H -4.21327 -0.95083 0.81889
25 H -3.16252 0.47052 0.50557
26 H -2.72778 -0.72330 1.76276
27 C 0.21883 -0.37949 3.45186
28 C -0.65138 0.14143 4.34909
29 C -1.65984 1.13302 3.87944
30 C -0.92092 2.48732 3.93471
31 C -0.90546 3.11679 2.58673
32 C -0.64367 2.46693 1.45388
33 C -0.24198 0.97045 1.29718
34 C 0.77384 0.44476 2.31345
35 H -2.58703 1.14034 4.47380
36 H 0.09167 2.30787 4.33788
37 H -2.00816 0.94437 2.85098
38 H 1.39900 1.29174 2.66788
39 H 0.46967 -1.45179 3.42197
40 H -0.63260 -0.03378 5.42341
41 H 1.49555 -0.19922 1.77894
42 H -1.08287 0.29187 1.27156
43 H -0.94477 2.91219 0.49544
44 H 0.15500 0.88287 0.27723
45 H -1.41267 3.14208 4.66060
46 H -1.06560 4.20670 2.57928
47 P 2.69812 1.87747 0.01281
48 P 1.28894 1.82681 -2.84238
49 C 3.29436 3.13962 -1.25194
50 C 2.98173 2.66707 -2.67256
51 H 4.37647 3.36963 -1.14848
52 H 2.75894 4.08257 -1.04224
53 H 3.07475 3.51115 -3.37626
54 H 3.67723 1.88079 -2.98965
55 C 1.28485 1.98394 -4.68270
56 H 0.29292 1.73956 -5.06548
57 H 1.98250 1.24226 -5.07742
58 H 1.58853 2.97835 -5.03580
59 C 0.32590 3.39046 -2.47379
60 H 0.82311 4.27705 -2.89668
61 H 0.21400 3.51678 -1.38862
62 H -0.68141 3.28811 -2.89754
63 C 4.22747 0.88592 0.15768
64 H 3.94052 -0.12685 0.45571
65 H 4.93244 1.29459 0.88821
66 H 4.70269 0.82051 -0.82570
67 C 2.86790 3.00628 1.49142
68 H 3.22681 4.01122 1.20013
69 H 3.55037 2.59002 2.25558
70 H 1.88051 3.15860 1.95507
71 F 2.56235 -4.86915 1.81655
72 C 2.10436 -3.60699 1.69233
73 F 1.19788 -3.43005 2.72570
74 F 3.13217 -2.74643 1.93560
75 C 1.33755 -3.42690 0.31191
76 O 0.69378 -4.40620 -0.04057
77 O 1.42841 -2.26729 -0.27795

***

(2)
ORCA calculation (the ωB97M-V functional and the def2-TZVPD basis) on C8H23AsClN4NiO6PS as an isolated structure.

Summary:
- Net charge: +2
- Frontier orbital gap (spin up / spin down): 9.043 / 8.741 eV
- E_HOMO (spin up / spin down): -0.530 / -0.528 hartree
- Spin multiplicity: 3

CARTESIAN COORDINATES (ANGSTROEM)
1 Ni 0.32756 0.14219 -0.25215
2 O 3.77439 1.85216 0.34933
3 Cl 2.54390 1.23044 0.13899
4 O 1.56641 1.47221 1.18842
5 O 2.66237 -0.24803 0.06501
6 O 1.89105 1.59545 -1.11141
7 N -1.87317 -2.52318 2.58528
8 C -0.72079 -3.46037 2.35247
9 P 0.61510 -2.54842 1.45003
10 O 1.22381 -3.42884 0.43148
11 O -0.10039 -1.24530 1.14161
12 C 1.99722 -2.21054 2.64451
13 N 3.25084 -2.35572 1.84505
14 H -2.76985 -2.94624 2.34182
15 H -1.70074 -1.68593 1.98914
16 H -1.93392 -2.21370 3.55586
17 H -1.05445 -4.25998 1.69249
18 H -0.42208 -3.90276 3.29995
19 H 2.02818 -2.96232 3.43322
20 H 1.96653 -1.21701 3.08708
21 H 3.41519 -1.49298 1.29777
22 H 3.08206 -3.11580 1.16238
23 H 4.06468 -2.56246 2.42380
24 C -3.37330 3.81802 -1.07236
25 As -1.62820 3.24569 -0.52759
26 C -1.08794 4.30631 0.97615
27 C -0.41451 3.61249 -1.96619
28 S -1.74914 1.18140 0.00949
29 H -3.34866 4.88382 -1.29485
30 H -4.07592 3.62324 -0.26361
31 H -3.66929 3.25669 -1.95660
32 H -1.04836 5.35686 0.68954
33 H -0.10518 3.96895 1.30308
34 H -1.80984 4.16642 1.77942
35 H -0.63412 4.61632 -2.33013
36 H -0.56388 2.88925 -2.76670
37 H 0.60907 3.56161 -1.60948
38 N 0.49572 -1.97515 -3.76374
39 C -0.87172 -1.93549 -3.65664
40 C -1.13437 -1.26074 -2.50892
41 N 0.05727 -0.89500 -1.92228
42 C 1.01863 -1.34067 -2.70793
43 H 1.02256 -2.40266 -4.50847
44 H -1.51641 -2.37611 -4.39344
45 H -2.08147 -0.99316 -2.07759
46 H 2.07515 -1.22095 -2.54328